10
Properties=species:S:1:pos:R:3 method="wB97M-V/def2-TZVPD" molar_mass_g_mol=53.1 homo_energy_ha=-0.3885 smiles=N.O.O orbital_gap_ha=0.413 charge=0 total_energy_ev=-5698.09239
O 2.58 1.88 0.91
O -2.13 -3.75 -0.26
N -0.31 1.30 -0.19
H -0.28 2.23 -0.39
H 3.16 2.34 0.32
H -0.97 0.84 -0.73
H -1.64 -3.29 -0.87
H -1.56 -4.44 0.01
H -0.43 1.07 0.79
H 1.59 1.82 0.41